Record 1
A 5-piece molecular cluster, C43H57F6N8O11S overall in a non-equilibrium geometry, computed with the ωB97M-V functional and the def2-TZVPD basis.

Each line ends with the Löwdin charge.
Atoms and positions in Å:
C1 2.4917 -0.9711 4.0938  -0.131
C2 1.8504 -1.8141 2.8991  -0.253
C3 1.3438 -0.9491 1.6603  -0.167
C4 0.3686 0.2810 2.0862  -0.201
N1 -0.8953 0.3490 1.3239  -0.012
C5 -2.0787 -0.3189 1.8718  -0.271
C6 -1.7358 -1.3827 2.9880  -0.177
N2 -2.8314 -2.2324 3.5100  -0.006
C7 -3.3530 0.5837 2.3977  -0.171
S1 -3.1893 2.4228 2.4838  0.851
O1 -1.8269 2.8859 2.9482  -0.289
O2 -3.5502 3.1489 1.2289  -0.286
C8 -4.3766 3.0665 3.8056  -0.335
F1 -5.6783 2.8961 3.2587  0.052
F2 -4.2342 2.3951 5.0237  0.094
C9 -4.2177 4.6496 4.0494  -0.392
F3 -4.4179 5.4083 2.9078  0.137
F4 -5.2007 5.0629 4.9718  0.118
F5 -2.9988 4.9961 4.6189  0.124
N3 -4.6326 0.3043 1.6090  0.080
C10 -4.3753 -1.0199 0.9248  -0.221
C11 -5.4258 -1.5849 -0.1379  -0.115
C12 -6.7929 -1.9371 0.6748  -0.143
C13 -6.7244 -3.4973 0.9878  -0.164
F6 -7.6907 -3.8163 2.0108  -0.095
C14 -2.8258 -0.8018 0.4865  -0.225
C15 -2.4086 -2.2013 -0.1500  -0.185
N4 -2.6624 -3.3900 0.7507  0.027
C16 -2.9742 0.3271 -0.6578  -0.114
C17 -2.2848 -0.0082 -2.0555  -0.139
C18 -0.6947 -0.0853 -2.0576  -0.190
O3 -0.2231 0.7509 -3.1657  -0.236
C19 0.4254 -0.0551 -4.1803  -0.122
H1 3.2498 -0.1935 3.7771  0.057
H2 2.9624 -1.7168 4.8268  0.084
H3 1.6614 -0.4549 4.6973  0.068
H4 2.6574 -2.5415 2.5364  0.102
H5 1.0327 -2.4706 3.3659  0.100
H6 0.7541 -1.6287 0.9650  0.093
H7 2.2367 -0.5717 1.0479  0.120
H8 0.9760 1.2019 1.7526  0.136
H9 0.2969 0.4105 3.2148  0.103
H10 -1.0187 1.3365 1.0905  0.099
H11 -0.9671 -2.1063 2.5386  0.126
H12 -1.3090 -0.8324 3.9055  0.141
H13 -2.5005 -2.6686 4.3889  0.098
H14 -3.6771 -1.7222 3.7846  0.050
H15 -3.7312 0.3597 3.4627  0.152
H16 -5.0663 1.0857 1.0889  0.177
H17 -5.3392 0.0815 2.3389  0.168
H18 -4.5836 -1.7468 1.7896  0.141
H19 -5.7041 -0.8213 -0.9477  0.128
H20 -5.1087 -2.5455 -0.6455  0.116
H21 -7.6450 -1.7390 -0.0528  0.127
H22 -6.8388 -1.2827 1.5995  0.106
H23 -5.7016 -3.8258 1.3879  0.120
H24 -6.9429 -4.1180 0.0560  0.138
H25 -1.2733 -2.2398 -0.3709  0.105
H26 -3.0157 -2.4425 -1.0945  0.120
H27 -3.6153 -3.6978 0.4918  0.048
H28 -2.0419 -4.1518 0.4405  0.058
H29 -4.0689 0.5772 -0.9101  0.115
H30 -2.5572 1.3520 -0.3451  0.116
H31 -2.7140 -0.9328 -2.5808  0.117
H32 -2.5623 0.8611 -2.7554  0.133
H33 -0.4042 -1.1622 -2.2798  0.089
H34 -0.1817 0.3212 -1.1350  0.122
H35 -0.2085 -0.9690 -4.4155  0.090
H36 1.4734 -0.3085 -3.8149  0.100
H37 0.4957 0.6039 -5.1112  0.094
C20 8.3740 1.3346 2.7044  -0.068
C21 7.0025 1.3376 2.9375  -0.064
C22 6.3187 0.1364 3.0840  0.001
C23 7.0202 -1.0632 2.9995  -0.139
C24 8.3914 -1.0739 2.7591  0.002
C25 9.0670 0.1319 2.6110  -0.061
N5 6.3096 -2.3314 3.1781  -0.335
O4 5.1021 -2.2903 3.3694  0.051
O5 6.9631 -3.3586 3.1300  0.088
H38 8.9058 2.2744 2.5961  0.110
H39 6.4668 2.2778 3.0081  0.109
H40 5.2513 0.1516 3.2651  0.091
H41 8.9427 -2.0043 2.6874  0.121
H42 10.1354 0.1350 2.4264  0.111
C26 -0.3186 6.6575 3.3163  -0.076
C27 -0.6420 7.3687 4.4678  -0.069
C28 0.3512 8.0340 5.1771  0.004
C29 1.6656 7.9834 4.7204  -0.143
C30 1.9975 7.2676 3.5733  -0.001
C31 0.9982 6.6029 2.8715  -0.066
N6 2.7117 8.7031 5.4501  -0.350
O6 2.3882 9.3039 6.4609  0.080
O7 3.8459 8.6636 5.0031  0.077
H43 -1.0978 6.1439 2.7618  0.098
H44 -1.6702 7.4066 4.8103  0.102
H45 0.0874 8.5847 6.0724  0.121
H46 3.0195 7.2208 3.2157  0.119
H47 1.2451 6.0449 1.9751  0.107
C32 4.0059 0.2897 -10.4773  -0.064
C33 2.6190 0.3447 -10.3797  -0.061
C34 1.9910 0.0010 -9.1887  0.000
C35 2.7637 -0.3927 -8.0988  -0.143
C36 4.1517 -0.4573 -8.1916  0.001
C37 4.7710 -0.1145 -9.3876  -0.060
N7 2.1086 -0.7316 -6.8349  -0.327
O8 0.8871 -0.6825 -6.7938  0.034
O9 2.8176 -1.0411 -5.8907  0.069
H48 4.4933 0.5641 -11.4073  0.112
H49 2.0277 0.6590 -11.2325  0.111
H50 0.9102 0.0479 -9.1248  0.119
H51 4.7583 -0.7676 -7.3487  0.120
H52 5.8511 -0.1583 -9.4701  0.112
C38 0.4480 -5.6741 -5.9413  -0.056
C39 0.7613 -4.3798 -5.5375  -0.049
C40 0.5249 -3.9835 -4.2272  0.010
C41 -0.0227 -4.8951 -3.3269  -0.138
C42 -0.3457 -6.1899 -3.7257  0.002
C43 -0.1082 -6.5764 -5.0391  -0.058
N8 -0.2498 -4.4892 -1.9404  -0.317
O10 0.0275 -3.3394 -1.6310  0.033
O11 -0.7002 -5.3200 -1.1671  0.076
H53 0.6393 -5.9819 -6.9642  0.113
H54 1.1932 -3.6803 -6.2447  0.103
H55 0.7736 -2.9726 -3.9249  0.099
H56 -0.7762 -6.9023 -3.0315  0.120
H57 -0.3529 -7.5827 -5.3601  0.112

## Properties
HOMO energy ... -11.3 eV
Kohn-Sham gap ... 8.17 eV
Charge ... +1


Record 2
A 13-piece molecular cluster, C43H57FI2N15O7P overall in a non-equilibrium geometry, computed with the ωB97M-V functional and the def2-TZVPD basis.

Each line ends with the Löwdin charge.
Atoms and positions in Å:
C1 2.8824 -0.0633 -5.1522  -0.137
C2 3.5797 1.1235 -4.4051  -0.288
N1 2.9451 1.5617 -3.1310  -0.020
C3 1.5771 1.1304 -2.9467  -0.141
C4 0.5482 1.7191 -3.8016  0.016
C5 -0.8777 1.3107 -3.6979  -0.020
C6 -1.2573 0.2928 -2.7268  -0.198
P1 -3.0589 -0.2731 -2.6325  0.931
C7 -3.8627 1.0765 -1.5765  -0.233
O1 -3.7484 -0.3271 -4.1654  -0.325
C8 -0.2137 -0.2640 -1.8408  -0.088
C9 -0.7406 -1.3300 -0.8247  -0.198
O2 -1.4892 -0.6095 0.1977  -0.109
C10 -1.7880 -1.4297 1.2604  -0.515
C11 -2.4042 -0.7207 2.5155  0.013
O3 -1.6197 -2.6264 1.2976  0.083
C12 1.2338 0.1399 -1.9144  -0.113
C13 2.1627 -0.5425 -0.8749  -0.632
I1 1.6327 0.2243 1.1328  0.963
C14 3.7123 -0.4116 -1.0173  -0.771
C15 4.4326 -0.9065 0.3346  -0.333
I2 4.5580 -1.7142 -2.5677  0.941
C16 -1.6518 2.1546 -4.7515  -0.303
O4 -2.6478 1.9787 -5.3794  0.167
N2 -0.7641 3.3242 -4.8739  0.108
C17 -0.8568 4.2286 -3.7517  -0.395
O5 -1.8289 4.1499 -3.0139  -0.019
N3 0.1112 5.2676 -3.4920  0.194
C18 -0.0366 5.7984 -2.1438  -0.441
O6 -0.1741 6.9641 -1.9610  0.181
F1 0.0317 4.9958 -1.0228  0.091
C19 0.6054 2.7871 -4.9395  -0.322
O7 1.5012 3.0907 -5.6727  0.153
H1 3.5228 -0.4889 -5.9757  0.083
H2 2.5080 -0.8859 -4.5013  0.021
H3 1.9846 0.3699 -5.6884  0.070
H4 4.6296 0.7846 -4.1609  0.049
H5 3.6806 2.0012 -5.0957  0.101
H6 2.9957 2.5721 -2.9971  0.115
H7 -4.9169 0.7495 -1.4154  0.043
H8 -3.7614 2.0365 -2.1488  0.026
H9 -3.2531 1.1105 -0.6361  0.042
H10 -4.2719 0.4698 -4.3674  0.043
H11 -1.4838 -2.0285 -1.3056  0.110
H12 0.0580 -1.9754 -0.3921  0.100
H13 -2.0459 0.3367 2.6386  0.085
H14 -2.1337 -1.3097 3.4236  0.070
H15 -3.5221 -0.6865 2.4666  0.075
H16 1.9256 -1.6423 -0.8458  0.084
H17 4.0618 0.6471 -1.1331  0.050
H18 3.8956 -1.7479 0.8263  0.036
H19 5.4397 -1.2863 0.0029  0.021
H20 4.6507 -0.0380 1.0046  0.042
H21 1.0814 4.9366 -3.5343  0.136
C20 -6.1347 5.0027 -3.7838  -0.063
C21 -4.7028 4.8926 -3.4193  -0.155
N4 -3.5820 4.8064 -3.1351  0.146
H22 -6.7493 4.9928 -2.8779  0.003
H23 -6.3080 5.9343 -4.3229  0.082
H24 -6.4225 4.1652 -4.4200  0.080
C22 -6.9052 7.4766 -0.5382  -0.079
C23 -7.4743 6.1739 -0.9547  -0.243
N5 -7.9165 5.1592 -1.2789  0.124
H25 -6.8954 8.1632 -1.3854  0.086
H26 -7.5053 7.9026 0.2548  0.026
H27 -5.8873 7.3390 -0.1797  0.076
C24 -1.9628 -4.4620 5.5001  -0.086
C25 -2.0352 -3.0781 6.0253  -0.271
N6 -2.0873 -2.0003 6.4338  0.112
H28 -1.1054 -4.9728 5.9247  0.027
H29 -2.8691 -5.0065 5.7652  0.076
H30 -1.8652 -4.4417 4.4148  0.079
C26 1.5963 -6.4324 3.5017  -0.046
C27 0.4816 -6.6680 4.4481  -0.230
N7 -0.3883 -6.8514 5.1820  0.141
H31 1.8794 -7.3693 3.0231  0.083
H32 1.2874 -5.7204 2.7366  0.085
H33 2.4567 -6.0304 4.0359  0.082
C28 -3.4737 -6.7480 8.8014  -0.077
C29 -4.1189 -7.5177 7.7128  -0.280
N8 -4.6208 -8.1162 6.8660  0.116
H34 -2.9350 -7.4234 9.4647  0.057
H35 -2.7710 -6.0293 8.3811  0.064
H36 -4.2299 -6.2129 9.3753  0.077
C30 6.4254 3.6209 -1.6263  -0.057
C31 6.4904 2.1457 -1.7404  -0.242
N9 6.5410 0.9981 -1.8295  0.145
H37 5.5439 3.9092 -1.0537  0.080
H38 7.3159 3.9926 -1.1206  0.080
H39 6.3673 4.0666 -2.6191  0.081
C32 8.7388 -0.8024 -4.8141  -0.090
C33 7.5372 -1.5665 -5.2311  -0.304
N10 6.5996 -2.1596 -5.5421  0.114
H40 8.7876 0.1383 -5.3593  0.064
H41 8.6884 -0.5938 -3.7447  0.068
H42 9.6374 -1.3804 -5.0236  0.074
C34 6.8773 -1.0876 -9.3569  -0.059
C35 8.0781 -0.9758 -8.4996  -0.252
N11 9.0098 -0.8888 -7.8290  0.141
H43 6.4944 -2.1070 -9.3247  0.083
H44 6.1051 -0.4059 -9.0020  0.080
H45 7.1320 -0.8339 -10.3855  0.078
C36 0.9429 -9.1013 7.8700  -0.064
C37 0.3079 -8.2162 8.8726  -0.260
N12 -0.1861 -7.5271 9.6522  0.126
H46 1.9216 -9.4217 8.2264  0.079
H47 0.3203 -9.9795 7.7023  0.083
H48 1.0633 -8.5664 6.9284  0.052
C38 5.0036 -0.5722 4.4890  -0.056
C39 5.2644 -1.5613 3.4185  -0.257
N13 5.4673 -2.3283 2.5836  0.142
H49 4.8271 -1.0864 5.4332  0.080
H50 5.8625 0.0893 4.5988  0.081
H51 4.1255 0.0224 4.2371  0.072
C40 -8.3295 8.0493 3.8320  -0.054
C41 -7.3072 8.3262 2.7969  -0.230
N14 -6.5120 8.5417 1.9912  0.135
H52 -9.3019 8.4092 3.4972  0.082
H53 -8.3899 6.9769 4.0145  0.083
H54 -8.0625 8.5544 4.7596  0.082
C42 -5.7043 -1.2734 5.1997  -0.071
C43 -5.4374 -2.2523 4.1251  -0.284
N15 -5.2308 -3.0219 3.2895  0.135
H55 -5.8599 -1.7936 6.1441  0.080
H56 -4.8539 -0.5990 5.3008  0.072
H57 -6.5947 -0.6914 4.9627  0.077

## Properties
HOMO energy ... -8.0 eV
Kohn-Sham gap ... 7.21 eV
Charge ... 0


Which value of HOMO energy does entry 2 give?
-8.0 eV


Among the records above, which one has the lowest charge?
C43H57FI2N15O7P


Look up the charge of the first one.
+1


Which of these has the lowest HOMO energy?
C43H57F6N8O11S